Entry 1:
Molecular formula: C28H84O14
Method: DFT, ωB97M-V/def2-TZVPD

## Properties
LUMO level: 0.55 eV
relative energy (zero: lowest compared OMol25 entry of this formula, charge and spin): 1.805 eV
spin multiplicity: 1
total energy: -59059.9687 eV
HOMO: -9.6 eV
Kohn-Sham gap: 0.3735 hartree

The geometry in XYZ format:
```
126
C28H84O14 (ωB97M-V/def2-TZVPD)
C -19.38 0.51 0.40
C -19.25 1.61 1.45
O -19.28 2.92 0.89
H -19.78 -0.42 0.87
H -18.44 0.39 -0.10
H -20.18 0.83 -0.28
H -18.31 1.50 1.96
H -20.08 1.58 2.18
H -20.28 3.03 0.77
C -23.60 7.67 -3.75
C -24.07 7.37 -2.29
O -23.61 6.13 -1.79
H -24.03 7.01 -4.49
H -22.51 7.65 -3.81
H -23.92 8.67 -4.09
H -25.17 7.39 -2.15
H -23.72 8.22 -1.65
H -22.62 6.19 -1.82
C -17.62 6.01 -5.03
C -17.50 7.47 -5.15
O -18.69 8.15 -4.62
H -16.63 5.63 -5.28
H -18.42 5.64 -5.69
H -17.82 5.72 -3.98
H -17.40 7.66 -6.17
H -16.62 7.83 -4.58
H -19.37 8.26 -5.33
C -18.72 4.66 -8.94
C -17.83 3.70 -8.21
O -18.57 3.18 -7.09
H -18.27 5.01 -9.87
H -18.95 5.49 -8.34
H -19.70 4.35 -9.22
H -16.94 4.16 -7.85
H -17.64 2.87 -8.84
H -18.03 2.60 -6.54
C -23.39 4.69 1.46
C -23.27 3.18 1.15
O -22.38 2.82 0.10
H -23.56 5.34 0.58
H -22.50 5.10 1.87
H -24.16 4.98 2.09
H -24.26 2.66 1.01
H -22.76 2.74 2.09
H -22.89 2.21 -0.47
C -16.36 0.76 -7.81
C -16.35 0.49 -6.34
O -16.72 1.67 -5.65
H -17.34 0.94 -8.19
H -15.88 -0.11 -8.22
H -15.74 1.61 -8.07
H -15.34 0.25 -6.02
H -16.96 -0.34 -6.04
H -17.19 1.43 -4.85
C -20.06 -0.64 -3.95
C -19.54 0.77 -4.21
O -18.25 0.95 -3.66
H -20.19 -0.82 -2.89
H -19.30 -1.37 -4.30
H -21.02 -0.86 -4.52
H -20.19 1.56 -3.84
H -19.54 0.88 -5.31
H -18.29 1.52 -2.91
C -20.67 0.26 -11.50
C -19.72 1.43 -11.14
O -18.59 0.97 -10.43
H -20.82 -0.35 -10.58
H -20.17 -0.40 -12.23
H -21.59 0.64 -11.89
H -20.20 2.17 -10.54
H -19.36 1.91 -12.07
H -18.80 0.13 -10.06
C -15.65 3.41 -2.47
C -16.59 2.66 -1.53
O -17.99 3.02 -1.81
H -15.83 4.47 -2.33
H -15.89 3.24 -3.53
H -14.65 3.06 -2.18
H -16.44 2.86 -0.47
H -16.49 1.62 -1.81
H -18.50 2.89 -0.97
C -26.50 3.27 -4.48
C -25.48 4.30 -3.91
O -25.21 3.98 -2.60
H -26.77 3.55 -5.52
H -27.45 3.28 -3.93
H -26.16 2.22 -4.46
H -25.77 5.37 -4.02
H -24.59 4.15 -4.53
H -24.53 4.56 -2.27
C -18.97 6.98 0.03
C -19.07 7.06 -1.47
O -20.43 7.15 -1.92
H -17.93 6.92 0.42
H -19.57 6.17 0.36
H -19.46 7.90 0.42
H -18.50 6.17 -1.88
H -18.51 7.93 -1.84
H -20.47 6.96 -2.90
C -23.80 -0.50 -2.40
C -24.92 0.34 -1.86
O -24.47 1.61 -1.43
H -22.97 -0.60 -1.68
H -23.36 -0.04 -3.25
H -24.11 -1.57 -2.48
H -25.39 -0.17 -1.00
H -25.76 0.53 -2.59
H -25.04 2.27 -1.76
C -23.23 0.73 -8.27
C -22.13 0.80 -7.24
O -22.70 1.14 -6.04
H -23.94 -0.09 -8.13
H -22.88 0.67 -9.27
H -23.88 1.53 -8.14
H -21.28 1.52 -7.47
H -21.66 -0.15 -7.13
H -22.26 1.88 -5.59
C -21.63 3.89 -3.37
C -20.50 4.11 -4.34
O -20.82 3.41 -5.54
H -21.50 4.55 -2.53
H -21.58 2.85 -3.03
H -22.57 4.22 -3.81
H -19.53 3.76 -3.93
H -20.37 5.21 -4.53
H -20.07 3.48 -6.13
```

Atomic partial charges in e from the Mulliken method, atoms 1 to 4:
1 C -0.667
2 C -0.481
3 O -0.506
4 H 0.456

***

Entry 2:
Molecular formula: C28H84O14
Method: DFT, ωB97M-V/def2-TZVPD

## Properties
<S²>: 0.754
net charge: +1
LUMO level (spin up / spin down): -2.64 / -9.42 eV
relative energy (zero: lowest compared OMol25 entry of this formula, charge and spin): 3.539 eV
spin multiplicity: 2
total energy: -59047.6163 eV
HOMO (spin up / spin down): -11.1 / -11.1 eV
Kohn-Sham gap (spin up / spin down): 0.3128 / 0.0637 hartree

The geometry in XYZ format:
```
126
C28H84O14 (ωB97M-V/def2-TZVPD)
C 0.31 -3.73 -1.63
C 1.42 -2.90 -2.31
O 2.04 -2.00 -1.50
H 0.75 -4.06 -0.70
H 0.06 -4.60 -2.24
H -0.61 -3.15 -1.47
H 1.22 -2.44 -3.28
H 2.19 -3.61 -2.62
H 1.50 -1.24 -1.29
C -2.92 -4.03 0.72
C -3.04 -5.59 0.79
O -3.49 -5.98 2.07
H -2.94 -3.75 -0.33
H -2.15 -3.48 1.27
H -3.87 -3.62 1.07
H -2.04 -5.98 0.62
H -3.64 -6.08 0.01
H -2.90 -5.60 2.72
C -0.49 -0.54 0.90
C -0.94 -0.28 -0.56
O 0.14 -0.06 -1.41
H 0.07 0.34 1.23
H 0.07 -1.45 1.10
H -1.42 -0.74 1.44
H -1.69 0.51 -0.63
H -1.47 -1.16 -0.93
H 0.37 0.86 -1.28
C 0.28 1.82 -5.12
C 1.17 0.81 -4.76
O 0.65 -0.46 -5.29
H -0.68 1.83 -4.61
H 0.13 1.70 -6.20
H 0.74 2.82 -5.14
H 0.86 0.59 -3.74
H 2.24 0.89 -4.93
H 1.32 -1.15 -5.34
C 0.89 4.12 3.25
C 0.46 3.06 4.26
O 0.00 1.97 3.45
H 1.47 4.88 3.77
H 0.12 4.61 2.65
H 1.57 3.55 2.62
H -0.29 3.38 4.99
H 1.33 2.67 4.78
H 0.23 1.15 3.89
C 2.35 -0.92 4.81
C 0.85 -1.33 4.95
O -0.01 -0.22 5.27
H 2.38 0.03 4.28
H 3.00 -1.71 4.44
H 2.63 -0.72 5.84
H 0.64 -2.18 5.61
H 0.33 -1.61 4.04
H -0.79 -0.66 5.62
C -2.46 -3.02 -5.31
C -2.08 -1.93 -4.24
O -2.11 -0.66 -4.85
H -3.33 -2.70 -5.88
H -2.82 -3.90 -4.76
H -1.60 -3.39 -5.87
H -1.09 -2.14 -3.83
H -2.72 -1.88 -3.36
H -1.18 -0.49 -5.01
C -2.98 3.46 -0.53
C -2.72 2.80 -1.88
O -3.10 3.66 -2.79
H -2.73 4.52 -0.56
H -2.40 3.05 0.29
H -4.03 3.54 -0.24
H -3.39 1.95 -2.01
H -1.66 2.64 -2.05
H -3.29 3.16 -3.59
C 4.85 -3.23 2.23
C 3.49 -3.22 1.52
O 3.13 -1.85 1.37
H 5.55 -2.76 1.54
H 5.12 -4.25 2.53
H 4.71 -2.56 3.07
H 2.78 -3.74 2.17
H 3.61 -3.72 0.56
H 2.41 -1.82 0.75
C 4.19 0.53 -2.31
C 4.85 1.92 -2.54
O 6.22 1.81 -2.56
H 4.30 -0.26 -3.05
H 3.12 0.73 -2.22
H 4.51 0.02 -1.40
H 4.51 2.54 -1.71
H 4.53 2.49 -3.42
H 6.71 2.50 -2.11
C 0.97 4.36 -1.95
C 1.06 3.74 -0.57
O 1.39 2.40 -0.82
H 0.71 5.39 -1.74
H 0.23 3.96 -2.64
H 1.97 4.16 -2.32
H 0.21 3.91 0.09
H 1.98 4.12 -0.13
H 2.11 2.20 -0.21
C -3.75 0.12 3.96
C -4.98 0.97 3.50
O -6.16 0.21 3.19
H -3.29 -0.48 3.17
H -4.07 -0.52 4.78
H -2.96 0.72 4.42
H -4.65 1.56 2.64
H -5.16 1.67 4.31
H -6.61 -0.19 3.94
C 4.96 2.86 1.75
C 4.56 1.42 1.76
O 3.13 1.33 1.68
H 6.02 2.92 1.48
H 4.75 3.45 2.64
H 4.43 3.34 0.93
H 5.00 0.80 2.54
H 5.00 1.05 0.84
H 2.99 0.39 1.56
C -4.49 -1.00 -1.02
C -4.72 -0.24 0.31
O -5.91 0.60 0.21
H -3.99 -0.26 -1.65
H -5.38 -1.36 -1.52
H -3.70 -1.74 -0.91
H -3.79 0.30 0.50
H -4.85 -0.94 1.13
H -6.37 0.42 1.03
```

Atomic partial charges in e from the Mulliken method, atoms 1 to 4:
1 C -0.698
2 C -0.058
3 O -0.451
4 H 0.266

***

Entry 3:
Molecular formula: C28H84O20
Method: DFT, ωB97M-V/def2-TZVPD

## Properties
LUMO level: 0.26 eV
spin multiplicity: 1
total energy: -71342.4521 eV
HOMO: -9.7 eV
Kohn-Sham gap: 0.3656 hartree

The geometry in XYZ format:
```
132
C28H84O20 (ωB97M-V/def2-TZVPD)
C -1.17 -3.85 -2.19
C -1.45 -3.83 -3.72
O -0.22 -3.73 -4.46
O -2.47 -3.79 -1.52
H -0.50 -3.02 -1.84
H -0.65 -4.74 -1.84
H -2.06 -3.00 -3.90
H -2.09 -4.64 -3.97
H 0.04 -4.53 -4.91
H -2.82 -2.90 -1.48
C -0.02 1.13 -1.09
C -0.46 0.28 0.07
O 0.20 -1.01 -0.08
O -0.42 0.58 -2.35
H 1.04 1.31 -1.03
H -0.48 2.14 -1.01
H -1.58 0.21 0.11
H -0.04 0.78 0.93
H -0.08 -1.60 0.62
H 0.06 -0.24 -2.43
C -3.08 -3.58 2.45
C -1.54 -3.90 2.46
O -0.79 -2.76 2.16
O -3.38 -2.76 3.66
H -3.69 -4.47 2.37
H -3.25 -2.92 1.57
H -1.33 -4.74 1.77
H -1.36 -4.35 3.48
H -0.83 -2.16 2.95
H -4.29 -2.84 3.95
C -4.18 0.79 4.05
C -3.37 0.50 2.81
O -3.88 -0.61 2.15
O -5.54 1.08 3.80
H -3.74 1.63 4.65
H -4.13 0.00 4.80
H -2.33 0.32 3.10
H -3.46 1.32 2.14
H -3.51 -1.36 2.61
H -5.73 0.62 2.95
C 2.76 -1.55 -3.35
C 3.21 -0.51 -2.35
O 2.81 -0.81 -1.01
O 1.32 -1.64 -3.26
H 3.23 -2.51 -3.15
H 3.05 -1.21 -4.39
H 2.77 0.50 -2.66
H 4.32 -0.40 -2.36
H 1.86 -0.81 -0.89
H 0.95 -2.51 -3.50
C 2.88 -3.25 3.26
C 2.93 -4.75 3.58
O 3.38 -5.00 4.89
O 4.04 -2.52 3.57
H 2.16 -2.66 3.81
H 2.59 -3.09 2.25
H 3.57 -5.24 2.77
H 1.89 -5.06 3.52
H 4.30 -4.77 4.94
H 4.83 -2.82 3.07
C -1.23 5.92 -2.65
C -1.33 4.72 -3.58
O -1.19 5.12 -4.95
H -1.45 5.59 -1.67
H -1.99 6.68 -2.92
H -0.20 6.36 -2.57
H -2.27 4.24 -3.42
H -0.48 4.05 -3.31
H -1.05 4.34 -5.50
C 3.46 4.77 -1.43
C 3.94 3.35 -1.10
O 2.78 2.57 -0.85
H 4.36 5.21 -1.88
H 3.13 5.21 -0.49
H 2.62 4.58 -2.08
H 4.59 3.43 -0.22
H 4.57 2.88 -1.88
H 3.01 1.72 -0.40
C -0.53 0.34 -7.12
C 0.61 0.91 -6.26
O 0.11 1.89 -5.35
H -1.24 -0.34 -6.60
H -0.14 -0.27 -7.93
H -1.08 1.12 -7.57
H 1.30 1.57 -6.85
H 1.22 0.18 -5.64
H -0.39 1.37 -4.70
C 4.11 1.56 2.39
C 2.84 0.97 1.88
O 2.12 0.26 2.89
H 3.94 2.28 3.15
H 4.65 1.97 1.52
H 4.64 0.64 2.74
H 3.13 0.21 1.16
H 2.24 1.73 1.41
H 2.54 -0.63 3.05
C -1.54 4.03 1.70
C -2.88 4.42 2.45
O -3.99 3.75 1.77
H -1.70 4.22 0.60
H -1.40 2.97 1.79
H -0.76 4.68 2.01
H -2.98 5.49 2.41
H -2.87 4.03 3.44
H -4.76 3.85 2.35
C -0.92 1.34 5.34
C -0.26 2.36 4.41
O 1.19 2.44 4.52
H -0.52 1.41 6.30
H -0.71 0.30 5.03
H -1.97 1.59 5.43
H -0.73 3.34 4.63
H -0.54 2.07 3.41
H 1.59 1.62 4.14
C 2.72 -4.34 -0.25
C 4.04 -3.70 0.05
O 4.93 -4.32 1.01
H 2.18 -3.60 -0.89
H 2.13 -4.52 0.63
H 2.90 -5.25 -0.81
H 3.70 -2.76 0.47
H 4.48 -3.45 -0.96
H 5.54 -4.90 0.54
C -4.93 0.45 -2.37
C -3.77 0.42 -1.39
O -3.58 -1.02 -1.10
H -5.21 1.45 -2.74
H -5.82 0.05 -1.87
H -4.74 -0.24 -3.27
H -3.99 1.01 -0.52
H -2.84 0.66 -1.93
H -3.55 -1.14 -0.13
```

Atomic partial charges in e from the Mulliken method, atoms 1 to 4:
1 C 0.572
2 C -0.527
3 O -0.503
4 O -0.547